Entry from the Open Molecules 2025 dataset: a molecular structure, C4H8O7Tl (ωB97M-V with the def2-TZVPD basis set).

Output
* energy relative to the best compared isomer or geometry (same formula, charge and spin): 472.4 kJ/mol
* frontier orbital gap: 1.80 eV
* lowest unoccupied orbital energy: -10.27 eV

Geometry as ORCA input:
```
! RIJCOSX wB97M-V def2-TZVPD def2/J DEFGRID3
* xyz 1 1
O 1.135 -0.991 0.792
O -6.233 1.624 -3.336
H 4.180 -3.332 0.986
C 3.325 0.313 2.022
H 3.207 -4.717 1.339
O 1.100 3.488 -1.979
H 3.395 1.102 1.274
C -7.169 2.198 -2.787
C 3.361 -3.675 1.619
Tl -2.644 2.282 -0.328
H -8.120 1.767 -4.158
H 3.482 -3.493 2.687
O 2.198 -2.976 1.169
C 2.139 -1.627 1.121
O -8.320 2.271 -3.366
H 2.480 0.474 2.692
H 1.998 3.235 -2.268
H 4.150 0.356 2.732
O -6.984 2.715 -1.695
O 3.319 -1.015 1.483
*
```